1.
{
  "formula": "C5H10NO",
  "method": "wB97M-V/def2-TZVPD",
  "total_energy_ev": -8879.0277,
  "lumo_energy_ev": 4.3,
  "total_charge": -1,
  "homo_lumo_gap_ev": 7.2,
  "e_above_lowest_kj_mol": 491.11,
  "multiplicity": 1,
  "max_force_ev_per_a": 2.69,
  "elements": ["C", "C", "C", "C", "C", "N", "O", "H", "H", "H", "H", "H", "H", "H", "H", "H", "H"],
  "xyz": [[2.63382, 1.26689, 0.72780], [-0.29954, -0.84012, 0.70560], [0.30465, -2.05776, 0.22846], [-1.54868, 1.11952, -0.18612], [-1.18025, -0.31557, -0.35096], [1.93846, 0.37244, 0.12795], [2.47281, -0.64382, -0.45143], [2.04794, 2.05303, 1.13809], [3.83556, 1.34177, 0.70272], [-0.31165, -2.70740, -0.49423], [0.72266, -2.65678, 1.11599], [1.35718, -1.73988, -0.30750], [-1.87238, 1.24880, 0.80886], [-2.47031, 1.48191, -0.65018], [-0.72441, 1.71569, -0.43273], [-0.61049, -0.63982, -1.32342], [-2.21417, -0.74208, -0.40822]],
  "nbo_charge": [-0.2995, 0.0535, -0.8680, -0.5972, -0.5756, -0.0633, -0.6401, 0.1613, 0.1144, 0.1674, 0.1979, 0.3695, 0.2029, 0.1704, 0.2102, 0.1840, 0.2122]
}

***

2.
{
  "formula": "C11H44N10O11",
  "method": "wB97M-V/def2-TZVPD",
  "total_energy_ev": -49523.5303,
  "lumo_energy_ev": -0.9,
  "homo_lumo_gap_ev": 6.2,
  "e_above_lowest_kj_mol": 2367.12,
  "multiplicity": 1,
  "max_force_ev_per_a": 7.48,
  "elements": ["C", "O", "H", "H", "H", "H", "C", "O", "H", "H", "H", "H", "C", "O", "H", "H", "H", "H", "C", "O", "H", "H", "H", "H", "C", "O", "H", "H", "H", "H", "C", "O", "H", "H", "H", "H", "C", "O", "N", "N", "H", "H", "H", "H", "C", "O", "N", "N", "H", "H", "H", "H", "C", "O", "N", "N", "H", "H", "H", "H", "C", "O", "N", "N", "H", "H", "H", "H", "C", "O", "N", "N", "H", "H", "H", "H"],
  "xyz": [[-0.20232, 0.27047, -0.01969], [-0.51983, -0.68664, 0.89699], [-0.90311, 1.10528, -0.01031], [0.82698, 0.62212, 0.05093], [-0.44517, -0.21111, -0.96690], [-1.23468, -1.20063, 0.51436], [-1.18872, 2.19076, 1.72645], [-0.91798, 1.75730, 3.06570], [-2.06373, 1.67111, 1.33605], [-1.45526, 3.24685, 1.76804], [-0.32152, 2.09590, 1.07294], [-0.37773, 0.97793, 2.91634], [-3.20805, -0.21854, 0.00489], [-2.25569, -1.14635, -0.47908], [-2.87275, 0.80952, -0.13205], [-4.17017, -0.42122, -0.46557], [-3.32612, -0.20900, 1.08844], [-2.07842, -0.93632, -1.39890], [2.65507, -0.70478, -0.84015], [3.37148, -1.62510, -0.14655], [3.14942, 0.21889, -0.53920], [2.58359, -0.76659, -1.92605], [1.68129, -0.85155, -0.37294], [3.32183, -2.48952, -0.56118], [1.99888, 0.19997, 1.97569], [2.65661, -0.26119, 3.07482], [2.59790, -0.10666, 1.11822], [1.10000, -0.35438, 1.70587], [2.02999, 1.28793, 2.03482], [2.30018, -1.15202, 3.10619], [-2.10138, -1.97551, 2.37668], [-2.02639, -2.86668, 1.24343], [-3.05890, -1.46267, 2.46752], [-1.87968, -2.61065, 3.23432], [-1.27546, -1.27818, 2.23639], [-2.29584, -2.28851, 0.52600], [2.70563, 2.35031, -0.23685], [3.24195, 2.09862, -1.25339], [3.22474, 2.69968, 0.87758], [1.39653, 2.40144, -0.20430], [4.10293, 2.24755, 1.08845], [2.56302, 3.02354, 1.56847], [0.99539, 2.78465, 0.63969], [0.83112, 2.24499, -1.02645], [-0.03745, 0.59290, -3.93876], [0.32893, -0.16193, -4.84214], [-0.43979, 1.84254, -4.20806], [-0.01915, 0.29174, -2.66876], [-0.47386, 2.09879, -5.18442], [-0.91964, 2.36103, -3.48626], [0.55657, -0.47697, -2.35614], [-0.18627, 1.13191, -2.13371], [-1.15067, 2.63788, -1.22737], [-0.20779, 2.25415, -1.94023], [-2.35412, 2.17387, -1.31179], [-0.98276, 3.51834, -0.26107], [-2.59115, 1.40221, -1.91879], [-3.10502, 2.64166, -0.82453], [-1.85845, 3.55981, 0.24049], [-0.16199, 4.09003, -0.12105], [-0.28644, -2.49545, -1.38232], [-0.82202, -3.24598, -0.65724], [0.93814, -2.29061, -1.33100], [-0.98510, -1.85093, -2.23532], [1.42087, -2.84277, -0.63659], [1.42850, -1.59182, -1.87075], [-0.64676, -0.98903, -2.63875], [-1.96562, -2.07769, -2.32059], [1.16310, -2.85137, 1.88959], [2.30593, -2.51565, 1.67651], [0.75592, -3.40727, 2.94124], [0.14577, -2.52301, 1.11050], [-0.18390, -3.76255, 3.04427], [1.55885, -3.58572, 3.52739], [0.38109, -1.87046, 0.37639], [-0.76165, -2.53848, 1.55372]],
  "lowdin_charge": [-0.1802, -0.2354, 0.0402, 0.0801, 0.0797, -0.0016, -0.1728, -0.0536, 0.0814, 0.0909, 0.0386, 0.0588, -0.0577, -0.1758, 0.0349, 0.1174, 0.0903, 0.0694, -0.2340, -0.0753, 0.0838, 0.1162, 0.0474, 0.0975, -0.2039, -0.0626, 0.0599, 0.0797, 0.0750, 0.0524, -0.0868, -0.1069, 0.0926, 0.0986, 0.0828, 0.0224, -0.8309, 0.0921, 0.1830, 0.1281, 0.1478, 0.1160, 0.0848, 0.0209, -0.6616, 0.0403, 0.1801, 0.1057, 0.1241, 0.0798, 0.0935, -0.1166, -0.6150, 0.0035, 0.2015, 0.1643, 0.1480, 0.1530, 0.1061, 0.1585, -0.8203, 0.1011, 0.1729, 0.1587, 0.1476, 0.0734, 0.0053, 0.1545, -0.7430, 0.0306, 0.2044, 0.0704, 0.1182, 0.1332, 0.0706, -0.0281]
}

***

3.
{
  "formula": "CH6NPS",
  "method": "wB97M-V/def2-TZVPD",
  "total_energy_ev": -22744.1473,
  "lumo_energy_ev": [-1.1, -0.2],
  "homo_lumo_gap_ev": [8.1, 7.7],
  "e_above_lowest_kj_mol": 446.90,
  "multiplicity": 1,
  "max_force_ev_per_a": 2.47,
  "elements": ["C", "N", "P", "S", "H", "H", "H", "H", "H", "H"],
  "xyz": [[-1.15775, -0.61205, 0.80250], [0.27276, 1.71464, 0.26754], [0.13334, 0.21718, -0.23116], [2.21013, -0.68380, -0.21719], [-1.66660, 0.28157, 1.10394], [-1.91642, -1.36431, 0.32308], [-0.64879, -1.05707, 1.70915], [1.04514, 2.29551, -0.16691], [-0.73493, -1.34962, -2.95511], [2.46311, 0.55795, -0.63583]],
  "nbo_charge": [-0.9769, -1.1406, 1.1687, -0.3307, 0.2602, 0.2655, 0.2531, 0.3830, -0.0143, 0.1318]
}

***

4.
{
  "formula": "C6H12O",
  "method": "wB97M-V/def2-TZVPD",
  "smiles": "C=CC(C)(C)CO",
  "total_energy_ev": -8463.2108,
  "lumo_energy_ev": 0.9,
  "homo_lumo_gap_ev": 10.9,
  "e_above_lowest_kj_mol": 110.30,
  "multiplicity": 1,
  "max_force_ev_per_a": 0.40,
  "elements": ["C", "C", "C", "C", "C", "C", "O", "H", "H", "H", "H", "H", "H", "H", "H", "H", "H", "H", "H"],
  "xyz": [[1.76359, -0.69844, -1.18233], [1.21732, -0.41903, 0.00084], [-0.23090, -0.04227, 0.25147], [-0.62457, -0.48917, 1.66570], [-1.16782, -0.72264, -0.75655], [-0.40018, 1.51790, 0.15954], [0.70284, 2.22891, -0.35455], [2.81845, -0.94197, -1.27002], [1.18740, -0.70609, -2.10543], [1.86033, -0.42583, 0.88214], [0.03138, -0.03242, 2.41513], [-0.56331, -1.57770, 1.77552], [-1.65237, -0.18471, 1.89501], [-1.07689, -1.81309, -0.70137], [-0.96129, -0.41438, -1.78679], [-2.20857, -0.45531, -0.54054], [-1.30249, 1.72686, -0.43733], [-0.58518, 1.91578, 1.16313], [1.22944, 1.62020, -0.88789]],
  "nbo_charge": [-0.4209, -0.1595, -0.1447, -0.5947, -0.6015, -0.0409, -0.7220, 0.2086, 0.1966, 0.2060, 0.2105, 0.2112, 0.2112, 0.2135, 0.2074, 0.2117, 0.1590, 0.1711, 0.4776]
}

***

5.
{
  "formula": "C4H3I",
  "method": "wB97M-V/def2-TZVPD",
  "smiles": "C=CC#CI",
  "total_energy_ev": -12294.3401,
  "lumo_energy_ev": 0.4,
  "homo_lumo_gap_ev": 9.4,
  "e_above_lowest_kj_mol": 15.31,
  "multiplicity": 1,
  "max_force_ev_per_a": 1.86,
  "elements": ["C", "C", "C", "C", "I", "H", "H", "H"],
  "xyz": [[0.01985, 1.36562, -0.95137], [0.53197, 0.40690, -0.14772], [-0.03700, -0.72046, 0.56356], [-0.51081, -1.67912, 1.11654], [-1.27388, -3.33027, 1.99117], [0.68640, 2.07798, -1.39401], [-1.02650, 1.43576, -1.19329], [1.60995, 0.44358, 0.01512]],
  "nbo_charge": [-0.3356, -0.2584, -0.0708, -0.2459, 0.2889, 0.2041, 0.2008, 0.2169]
}

***

6.
{
  "formula": "C3H4ClNS",
  "method": "wB97M-V/def2-TZVPD",
  "total_energy_ev": -28019.9611,
  "lumo_energy_ev": [0.2, 0.2],
  "homo_lumo_gap_ev": [7.9, 7.9],
  "e_above_lowest_kj_mol": 303.15,
  "multiplicity": 1,
  "max_force_ev_per_a": 6.77,
  "elements": ["C", "C", "C", "N", "S", "Cl", "H", "H", "H", "H"],
  "xyz": [[1.38552, -1.08895, -0.94838], [0.24850, -0.28037, 0.07120], [-0.99516, 0.41696, -0.14949], [0.60941, -1.05173, 1.13055], [1.96457, -1.83272, 0.52236], [-2.41887, -0.73997, -0.35198], [2.02762, -0.58597, -1.64132], [-0.96924, 1.00870, -1.06290], [-1.26520, 1.03349, 0.70758], [0.11637, -1.22196, 1.99504]],
  "nbo_charge": [-0.5568, 0.1408, -0.4185, -0.6993, 0.5292, -0.1057, 0.2114, 0.2484, 0.2330, 0.4175]
}

***

7.
{
  "formula": "H10O5",
  "method": "wB97M-V/def2-TZVPD",
  "total_energy_ev": -10396.4958,
  "lumo_energy_ev": -0.1,
  "homo_lumo_gap_ev": 10.5,
  "e_above_lowest_kj_mol": 420.07,
  "multiplicity": 1,
  "max_force_ev_per_a": 6.08,
  "elements": ["O", "H", "H", "O", "H", "H", "O", "H", "H", "O", "H", "H", "O", "H", "H"],
  "xyz": [[-0.05608, -2.79164, 0.28430], [-0.93741, -2.54151, 0.56163], [0.35347, -1.96923, 0.01571], [0.22857, 0.74214, -1.76072], [0.36841, 1.68286, -1.65235], [-0.20301, 0.46886, -0.95122], [-0.37938, 0.46895, 0.26394], [-0.00889, -0.36122, 0.56361], [-0.29070, 1.05620, 1.01460], [-1.65292, 2.32397, -0.15657], [-1.02134, 2.35936, -0.87497], [-1.45480, 1.50468, 0.29701], [1.31741, -1.07836, 0.70775], [1.93301, -1.56284, 1.25778], [1.80366, -0.30223, 0.42950]],
  "nbo_charge": [-0.9540, 0.4562, 0.4631, -0.9722, 0.4299, 0.4482, -0.9231, 0.5041, 0.5031, -0.9465, 0.4514, 0.4568, -0.9372, 0.5185, 0.5016]
}

***

8.
{
  "formula": "C32H52O2",
  "method": "wB97M-V/def2-TZVPD",
  "total_energy_ev": -38096.5007,
  "lumo_energy_ev": 0.6,
  "homo_lumo_gap_ev": 8.4,
  "e_above_lowest_kj_mol": 2699.97,
  "multiplicity": 1,
  "max_force_ev_per_a": 16.01,
  "elements": ["C", "C", "O", "O", "C", "C", "C", "H", "H", "C", "C", "C", "C", "C", "C", "H", "C", "C", "H", "H", "H", "C", "H", "H", "H", "H", "H", "H", "H", "C", "C", "H", "H", "H", "C", "H", "H", "C", "H", "H", "C", "H", "C", "C", "H", "H", "H", "H", "C", "H", "H", "C", "C", "C", "C", "H", "H", "H", "C", "H", "H", "H", "H", "H", "H", "C", "C", "C", "H", "H", "H", "H", "C", "H", "H", "H", "C", "H", "H", "H", "H", "H", "H", "H", "H", "H"],
  "xyz": [[-8.67740, -1.03619, -1.11011], [-7.24515, -0.34714, -1.34599], [-7.01587, 0.63728, -2.15500], [-6.45218, -0.86100, -0.51095], [-5.15851, -0.45040, -0.65576], [-4.37792, -1.11730, -1.45663], [-3.00538, -0.57575, -1.37691], [-2.36316, -0.95379, -2.42830], [-3.03089, 0.62779, -1.93095], [-2.18475, -0.59307, -0.18315], [-0.94306, 0.38851, -0.18144], [-0.53673, 1.01564, 0.71616], [-1.20379, 0.92395, 1.97603], [-2.39213, 0.24589, 2.24143], [-3.14578, 0.13402, 0.73236], [-3.25129, 1.16355, 0.65127], [-4.58347, -0.45743, 0.98347], [-4.90601, -1.71042, 1.66909], [-4.59391, -2.37343, 0.83915], [-4.26599, -1.73540, 2.57918], [-5.95392, -1.72170, 1.81428], [-5.52521, 0.84609, 1.89498], [-5.19050, 0.78988, 2.85622], [-6.53732, 0.63436, 1.78328], [-5.17839, 1.93118, 1.16477], [-1.99001, -0.82072, 2.45360], [-3.05541, 0.32116, 3.00256], [-0.52802, 1.14227, 2.91768], [-1.68664, 2.09474, 2.22864], [0.94963, 1.58860, 0.90104], [0.72316, 3.19269, 1.23499], [1.60428, 3.62179, 1.07284], [0.43630, 3.16012, 2.34731], [-0.07275, 3.44466, 0.66354], [1.84820, 0.84508, 1.81664], [1.96281, 1.64780, 2.79939], [1.55182, -0.09217, 1.84804], [3.26660, 0.88646, 1.41890], [4.02002, 1.28529, 1.84389], [3.41180, -0.02803, 0.98868], [3.23064, 1.67144, 0.06418], [3.10545, 2.85328, 0.49362], [4.10997, 1.53637, -1.18530], [4.81369, 2.79451, -1.47006], [5.43365, 2.92841, -2.41915], [4.26736, 3.62313, -1.73767], [5.51737, 3.15881, -0.58974], [3.83321, 1.12620, -2.09649], [5.33668, 0.63515, -1.04150], [6.07317, 0.90065, -1.44393], [5.60508, 0.59419, 0.07014], [4.96373, -0.83783, -1.42467], [6.21736, -1.77666, -1.10435], [6.06105, -2.85375, 0.03784], [4.91810, -3.12215, 0.92473], [3.90868, -2.81131, 0.48301], [4.77943, -2.45655, 1.60867], [4.75207, -4.07420, 1.22133], [7.21868, -3.53178, 0.25515], [8.19194, -3.34854, -0.07725], [7.02707, -4.74718, -0.05619], [7.50864, -3.55469, 1.37809], [6.99504, -1.69813, -1.63105], [3.84490, -1.20779, -0.81708], [4.82920, -0.99941, -2.42214], [1.71195, 1.49817, -0.48978], [1.43670, 0.09373, -1.08696], [0.01116, 0.08747, -1.30394], [-0.30919, -1.14035, -1.70835], [-0.32864, 0.68714, -1.83077], [1.82141, -0.44928, -0.33349], [2.06151, 0.06644, -1.97333], [1.16545, 2.65034, -1.53814], [1.66254, 2.70262, -2.66288], [1.66337, 3.49119, -1.22225], [0.26905, 2.72046, -1.67973], [-1.96413, -1.93389, 0.09307], [-1.13989, -2.05928, 0.90310], [-1.24535, -2.41826, -0.91149], [-2.74906, -2.63291, 0.54289], [-4.37423, -2.08667, -1.18143], [-4.69654, -1.04350, -2.50754], [-5.31271, 0.71808, -0.64352], [-8.65153, -1.85559, -0.26080], [-8.74521, -1.43893, -2.25395], [-9.55187, -0.15403, -1.07515]],
  "nbo_charge": [-0.7416, 0.7999, -0.6486, -0.4969, 0.0790, -0.5324, -0.3180, 0.2215, 0.2124, -0.2123, 0.1201, -0.0826, -0.4058, -0.3974, -0.2132, 0.2231, 0.1369, -0.6985, 0.2033, 0.2239, 0.2260, -0.5767, 0.1873, 0.1943, 0.1865, 0.1612, 0.2177, 0.2401, 0.1698, 0.0364, -0.5912, 0.1933, 0.2018, 0.2073, -0.4188, 0.2064, 0.2115, -0.4355, 0.2119, 0.1987, -0.1583, 0.1940, -0.2944, -0.5892, 0.2092, 0.2030, 0.1960, 0.2218, -0.3088, 0.1619, 0.1793, -0.4091, -0.1657, 0.0286, -0.6554, 0.2178, 0.2299, 0.2212, -0.6327, 0.2318, 0.1871, 0.2077, 0.1570, 0.1745, 0.1923, 0.0901, -0.4686, -0.3372, 0.1591, 0.1690, 0.1901, 0.2184, -0.5953, 0.1930, 0.2110, 0.1738, -0.6293, 0.2226, 0.2187, 0.2497, 0.2147, 0.2428, 0.2305, 0.2452, 0.2466, 0.2547]
}